Record 1
9
Properties=species:S:1:pos:R:3 method="wB97M-V/def2-TZVPD" homo_lumo_gap_ev="6.1 / 6.1" multiplicity=1 total_charge=+2
C 0.39905 0.47876 -0.28391
C 0.82162 -1.37945 1.24717
N -0.84652 0.77614 -0.38774
N 0.72284 -1.97390 2.21570
N 1.03810 -0.56391 0.17292
S -2.22214 1.44036 -0.39440
H 0.97510 1.24393 -0.96272
H 1.93239 -0.88966 -0.16378
H -2.82043 0.86774 -1.44324

Record 2
62
Properties=species:S:1:pos:R:3 method="wB97M-V/def2-TZVPD" homo_lumo_gap_ev=7.3 multiplicity=1
C -3.45501 0.88318 2.47275
C -3.21324 -0.11476 1.48975
C -2.75708 -1.18247 0.28573
N -3.66458 -2.37544 0.42941
C -3.05080 -3.53334 1.16693
C -1.73509 -3.20629 2.07290
P -2.34180 -2.57050 3.81208
S -0.90559 -1.82281 4.90167
P -0.81572 -4.87218 2.49685
C -0.66173 -5.99993 0.96963
C 0.86915 -4.50193 3.32712
N -0.69222 -2.32338 1.43866
C -1.15418 -1.49982 0.25794
C -0.38772 -0.02146 0.41993
O -0.93050 1.01764 -0.46597
C 0.11387 1.89933 -1.00963
C 0.81548 2.71651 0.25574
C 2.34346 2.21357 0.59023
C -0.60248 -2.22583 -1.10670
F -0.94185 -3.69662 -1.18365
F 0.90311 -2.19504 -1.23618
C -1.17237 -1.58319 -2.51171
F -0.34915 -2.22173 -3.60666
F -2.58832 -2.01335 -2.81736
H -3.57141 1.47900 3.48655
H -3.08364 -0.63139 -0.72217
H -4.55760 -2.09831 0.91988
H -3.89763 -3.95994 1.89269
H -2.88611 -4.39893 0.36257
H -3.52512 -1.74754 3.72795
H -2.76567 -3.79467 4.50735
H -0.20733 -7.03337 1.35692
H 0.17470 -5.56841 0.23563
H -1.65186 -6.19524 0.37769
H 1.20752 -3.36339 3.21956
H 1.73117 -5.18744 2.87285
H 0.81996 -4.79546 4.47669
H -0.19094 -1.68089 2.10998
H 0.06587 -2.97229 1.06777
H -0.47561 0.40119 1.53287
H 0.78052 -0.10110 0.22369
H -0.45162 2.68255 -1.71061
H 0.87920 1.31580 -1.67581
H 0.89633 3.86303 -0.06660
H 0.12493 2.66864 1.22023
H 2.64035 1.19542 0.09115
H 2.44074 2.07628 1.76349
H 3.08514 3.05047 0.20965
H -1.00540 -0.43213 -2.63086
B 3.06165 5.72849 -3.17643
O 2.12957 4.69261 -2.71986
C 1.01083 5.32043 -2.33151
O 0.02416 4.75101 -1.89385
C 1.15934 6.74099 -2.51108
O 0.32093 7.58918 -2.25264
O 2.37228 7.01233 -3.01322
O 4.30337 5.69678 -2.39699
C 5.30167 5.48113 -3.26509
O 6.47711 5.39652 -2.94815
C 4.77361 5.36758 -4.59947
O 5.42212 5.16953 -5.61418
O 3.44121 5.51140 -4.57607

Record 3
158
Properties=species:S:1:pos:R:3 method="wB97M-V/def2-TZVPD" homo_lumo_gap_ev="1.5 / 8.6" multiplicity=2 total_charge=-1
O -12.40398 11.02833 20.06162
H -13.32788 11.06270 20.30951
H -12.00067 11.75441 20.53741
C -13.15912 10.72380 16.07486
C -13.87068 10.28969 14.75398
C -14.37435 11.40606 13.81306
O -15.30084 10.84271 12.96337
C -15.53433 11.70149 11.83780
N -12.87044 9.40849 14.12822
H -13.69831 11.47567 16.65110
H -12.25941 11.30261 15.86603
H -12.84565 9.91876 16.73948
H -14.69982 9.61061 14.95261
H -13.49156 11.76138 13.28153
H -14.85789 12.22581 14.34437
H -15.97637 11.13749 11.01646
H -14.60583 12.11111 11.44005
H -16.29452 12.44673 12.07200
H -12.05702 9.98754 13.97605
H -13.07188 9.25085 13.15115
C -5.96292 14.28576 16.05228
C -6.38789 15.35681 17.09935
C -7.83603 15.37167 17.51992
O -8.03326 16.20184 18.62387
C -9.36607 16.39253 19.09817
N -5.61473 15.20080 18.34178
H -4.87388 14.30138 16.00938
H -6.27936 14.52728 15.03756
H -6.32886 13.28980 16.30178
H -6.22887 16.29035 16.55961
H -8.20176 14.36174 17.70532
H -8.40360 15.82088 16.70495
H -10.09688 16.66130 18.33541
H -9.36084 17.07444 19.94850
H -9.65354 15.41069 19.47426
H -6.20055 15.62344 19.04767
H -5.60703 14.23133 18.62493
C -1.40004 12.14072 12.17495
C -2.72274 12.14758 12.88752
C -2.52200 11.51696 14.29662
O -3.69773 11.63629 15.17420
C -4.79968 10.85098 14.85602
N -3.23568 13.54022 12.97318
H -0.65916 12.88629 12.46361
H -1.51442 12.40478 11.12362
H -0.89552 11.17691 12.10691
H -3.49782 11.65541 12.30007
H -1.69896 12.02289 14.80135
H -2.19656 10.47823 14.23976
H -5.15475 11.01333 13.83834
H -5.56823 11.06492 15.59875
H -4.48963 9.80662 14.89187
H -3.96359 13.44435 13.66677
H -2.49893 13.99178 13.49607
C -11.66419 5.55349 15.20716
C -12.90017 5.82937 16.13385
C -12.40615 6.29269 17.51383
O -13.47600 6.86189 18.31195
C -12.85830 7.76373 19.30223
N -13.78760 6.76837 15.54172
H -11.05300 6.42310 14.96563
H -11.97052 5.12380 14.25342
H -11.01866 4.83616 15.71393
H -13.44010 4.89289 16.27376
H -11.63251 7.05478 17.41996
H -12.06099 5.38548 18.00974
H -13.63258 8.31746 19.83322
H -12.20525 8.53656 18.89681
H -12.29835 7.18744 20.03874
H -14.25910 7.05596 16.38734
H -13.35804 7.60146 15.16551
C -11.50939 6.63365 26.10422
C -12.06443 6.47980 24.67745
C -11.15254 7.10401 23.57098
O -10.68982 8.44242 23.76143
C -9.89648 8.97355 22.66988
N -12.41007 5.05976 24.46436
H -12.10697 6.15038 26.87716
H -11.37995 7.69686 26.30654
H -10.46692 6.33393 26.21157
H -12.99565 7.04527 24.64291
H -11.81791 7.11319 22.70769
H -10.28039 6.49917 23.32270
H -10.36332 9.15249 21.70130
H -9.02055 8.36333 22.44971
H -9.56809 9.96795 22.97227
H -13.21752 4.89668 25.04876
H -12.78943 5.00313 23.53003
C -11.72353 14.68424 16.70039
C -11.15785 15.62646 15.65381
C -10.94659 14.87068 14.26390
O -10.17502 13.73695 14.44439
C -9.90277 13.06495 13.21277
N -12.07290 16.81964 15.50708
H -10.94822 13.95205 16.92603
H -12.65406 14.21669 16.37853
H -11.89364 15.26645 17.60603
H -10.22347 16.05039 16.02167
H -10.46592 15.53882 13.54931
H -11.92704 14.56916 13.89524
H -9.11817 12.37102 13.51434
H -9.52900 13.69265 12.40382
H -10.81590 12.52123 12.97056
H -12.93781 16.51283 15.08531
H -11.63361 17.42873 14.83171
C -3.49038 9.72693 18.24291
C -4.21569 11.05688 18.29468
C -4.98155 11.37662 19.60323
O -5.74523 12.52470 19.43343
C -6.66505 12.76100 20.56222
N -3.28458 12.12841 17.96751
H -4.22944 8.95376 18.45294
H -2.71937 9.58800 19.00076
H -3.03361 9.30416 17.34807
H -4.97924 11.10128 17.51808
H -4.27427 11.45905 20.42849
H -5.69103 10.58744 19.85209
H -7.48776 12.04600 20.56547
H -7.12191 13.75052 20.54735
H -6.21733 12.62626 21.54684
H -3.09918 12.07276 16.97622
H -3.75048 12.99817 18.18329
C -8.84577 7.01828 18.76635
C -7.46179 7.43344 19.09499
O -7.63802 8.51284 19.98143
H -8.90837 6.11843 18.15443
H -9.40914 7.82851 18.30347
H -9.46511 6.76421 19.62656
H -6.80834 7.77082 18.29045
H -6.98016 6.64752 19.67677
H -8.30018 9.07747 19.57603
C -8.45629 11.13055 17.44317
C -9.66475 11.34409 18.31093
O -9.83009 10.17417 19.11574
H -8.44666 10.15401 16.95902
H -7.55509 11.15716 18.05573
H -8.30283 11.78370 16.58413
H -10.58521 11.49621 17.74727
H -9.53379 12.13351 19.05105
H -10.76401 10.19432 19.33708
C -10.40926 12.38193 22.32959
C -11.23012 13.66027 22.23786
O -11.65625 13.78988 20.89050
H -10.98438 11.51782 22.66223
H -9.65437 12.44397 23.11342
H -9.82858 12.07495 21.45971
H -10.69535 14.58074 22.47203
H -12.11136 13.72120 22.87645
H -11.86385 14.72526 20.83082
C -6.87596 7.68173 14.55583
C -7.76512 6.39530 14.24832
O -6.95733 5.37486 13.70188
H -6.26856 8.06606 13.73640
H -6.13444 7.47170 15.32663
H -7.37985 8.61719 14.79896
H -8.57193 6.58166 13.53950
H -8.31385 6.15531 15.15904
H -7.42271 4.58367 13.42069

Record 4
13
Properties=species:S:1:pos:R:3 method="wB97M-V/def2-TZVPD" homo_lumo_gap_ev=10.0 multiplicity=1
C 1.01031 -1.02944 0.26661
C -0.54285 0.97494 0.09207
C -1.89463 0.90162 0.15802
H 3.19569 1.08770 -0.23218
H 1.40723 1.05459 -0.84407
H 0.72098 -1.93109 0.76722
H 0.11196 1.71027 0.43504
H -2.57610 1.71536 0.69981
N 2.27271 0.83142 -0.18849
N 2.08046 -0.44607 0.27362
N -0.07285 -0.27760 -0.34939
N -2.28445 -0.29298 0.00073
N -1.18111 -1.06042 -0.29733

Taking the records one at a time from the top gives E values of -639.52424, -2992.47049, -2719.29149, -390.94313 a.u..